The following is a DFT calculation (ωB97M-V/def2-TZVPD) of C36H65BClF3N2O7S5 as an isolated structure in a non-equilibrium geometry.

Geometry as ORCA input:
```
! wB97M-V def2-TZVPD RIJCOSX def2/J DEFGRID3
* xyz 0 1
Cl -2.615 5.421 2.400
S -1.885 -9.130 -1.099
S 5.757 4.034 -4.567
S -4.281 -4.180 -2.158
S -5.880 -0.333 -4.354
S 0.920 -1.494 5.978
F -4.713 0.411 -0.767
F -6.213 1.517 2.086
F -6.346 1.865 -0.761
O -2.477 -2.160 1.578
O -2.268 3.760 4.324
O -4.596 -0.785 -4.948
O 4.985 4.169 -3.306
O -3.053 -2.579 3.880
O -3.231 -5.236 -2.180
O -1.256 -8.567 0.124
N -0.282 -1.840 4.968
N 1.158 0.053 5.628
C -5.621 1.324 -3.710
C -2.771 0.824 1.634
C 5.782 3.046 2.516
C 3.964 -1.983 1.506
C -1.549 -0.555 3.302
C -5.440 -4.620 -0.859
C 3.232 2.658 -1.095
C -1.706 0.669 2.693
C 4.711 3.149 -5.730
C -6.947 0.161 -5.714
C -5.380 1.299 -0.043
C 0.289 0.371 4.669
C -1.009 3.122 2.401
C 1.109 2.722 4.433
C -1.949 3.987 3.214
C -0.552 -0.715 4.304
C 2.128 0.348 -1.021
C 3.268 -0.506 -0.472
C 3.342 3.999 -0.327
C 4.999 2.946 3.835
C 4.635 4.104 0.502
C -5.400 -4.510 -3.521
C -3.834 1.952 1.870
C -0.724 -10.323 -1.781
C -0.834 1.774 3.063
C -1.394 -3.095 -0.370
C 0.150 1.634 4.009
C -1.708 -7.912 -2.400
C 3.530 3.438 3.885
C 3.183 -0.732 1.045
C 2.137 1.785 -0.484
C -5.143 1.564 1.255
C -1.218 -2.619 1.056
C 5.004 2.793 1.222
C 5.674 5.620 -5.408
C 2.590 2.303 4.266
B -2.413 -1.834 2.922
H -3.993 2.179 2.918
H -2.328 -7.050 -2.147
H 0.254 -9.856 -1.892
H -0.656 -11.161 -1.090
H -1.453 2.965 1.425
H 3.259 4.819 -1.035
H 1.186 -0.134 -0.755
H 1.185 2.276 -0.682
H 3.200 3.981 3.001
H -5.184 1.956 -4.484
H -6.249 -3.830 -3.460
H 2.135 -0.781 1.341
H 6.123 5.529 -6.397
H -2.580 -3.412 3.995
H 4.503 -2.408 0.664
H -0.471 -3.593 -0.651
H 0.902 3.649 3.917
H 5.189 3.136 -6.710
H -0.663 -7.606 -2.474
H 6.235 6.341 -4.817
H -7.202 -0.732 -6.281
H 3.350 -1.452 -1.002
H 4.549 4.912 1.229
H 5.698 2.295 0.551
H 4.634 5.938 -5.487
H -5.735 -5.547 -3.476
H -1.543 -2.228 -1.006
H -2.241 -3.769 -0.395
H 5.535 3.490 4.608
H 2.644 1.519 3.506
H 2.996 2.851 -2.139
H 3.653 0.118 1.529
H 0.944 2.852 5.502
H 5.428 4.403 -0.184
H -4.928 -4.521 0.096
H 6.337 3.981 2.481
H -2.261 1.067 0.699
H 4.195 0.041 -0.659
H 2.940 1.829 5.176
H 4.182 2.134 -1.105
H -2.046 -8.340 -3.344
H 2.500 4.059 0.367
H 2.193 0.401 -2.108
H -7.856 0.612 -5.315
H -3.516 2.822 1.310
H 4.594 2.131 -5.367
H 6.543 2.266 2.571
H 3.491 4.150 4.712
H 4.685 -1.691 2.265
H -4.859 -4.336 -4.448
H -6.419 0.867 -6.354
H 5.007 1.895 4.122
H -6.290 -3.940 -0.891
H 2.229 1.716 0.602
H 3.736 3.634 -5.788
H -1.091 -10.674 -2.746
H -6.573 1.733 -3.375
H -5.769 -5.650 -0.996
H -0.465 -1.827 1.045
H -0.842 -3.416 1.701
H 4.111 2.210 1.398
H -4.941 1.252 -2.871
H -0.070 3.644 2.267
H 3.316 -2.713 1.982
H -3.298 -0.098 1.456
*
```

## Properties
F_max in eV/Å: 1.69
Energy relative to the best compared isomer or geometry (same formula, charge and spin) in eV: 0.000
HOMO level in eV: -8.5
LUMO level in eV: -0.49